179
Properties=species:S:1:pos:R:3:forces:R:3:lowdin_charge:R:1 method="wB97M-V/def2-TZVPD" charge=+6 homo_energy_ev=-17.26
C -2.4159 -1.5982 -5.1801 -0.52 0.92 0.99 -0.013
C -2.5358 -0.7092 -3.9060 1.31 0.52 -0.66 -0.317
C -3.8024 0.1260 -3.8376 -1.66 0.17 -0.27 -0.156
O -4.1874 0.6952 -2.5779 0.69 0.57 0.14 -0.159
C -3.4859 1.8546 -2.1145 0.51 -0.05 0.22 -0.097
N -2.3270 -1.4626 -2.6430 -1.51 1.38 -0.23 0.211
H -1.8185 -2.3245 -2.7794 0.58 -0.87 0.32 -0.011
H -1.9438 -0.8410 -1.9453 1.23 0.00 0.18 0.101
H -3.2317 -1.5875 -2.2116 -0.99 -1.53 0.26 0.091
H -1.5019 -2.1884 -5.1154 -0.27 -0.37 0.10 0.063
H -2.3096 -0.9409 -6.0431 -0.18 0.07 -0.05 0.081
H -3.3352 -2.1763 -5.2736 0.35 -0.40 -0.14 0.091
H -1.6615 -0.0583 -3.9061 0.04 0.41 -0.21 0.113
H -4.6783 -0.4576 -4.1209 0.07 -0.77 0.48 0.145
H -3.9012 0.8461 -4.6499 0.90 0.57 0.02 0.139
H -2.5053 1.5953 -1.7153 0.30 -0.14 -0.23 0.047
H -3.9634 2.3590 -1.2745 -0.77 -0.70 0.12 0.082
H -3.3780 2.6953 -2.7998 -0.06 -0.36 -0.85 0.086
C 2.9290 -1.3528 -8.4059 0.23 -0.46 -1.44 -0.037
C 3.4280 -2.7935 -8.0382 -1.26 0.77 -0.04 -0.220
C 3.2119 -3.0252 -6.5337 1.41 -0.55 -1.01 -0.203
O 4.3332 -2.4247 -5.9170 -1.25 -0.15 -0.27 -0.192
C 4.6326 -3.0374 -4.6701 0.92 0.34 0.00 -0.073
N 2.6193 -3.8834 -8.8463 0.33 2.57 1.36 0.257
H 2.8070 -4.8375 -8.5731 0.38 -0.44 -0.12 0.173
H 1.6716 -3.6449 -8.5911 -0.77 -0.42 -0.51 0.161
H 2.8115 -3.6627 -9.8129 -0.27 -0.57 -0.65 0.171
H 1.8632 -1.1363 -8.4773 -0.42 -0.81 0.57 0.084
H 3.2187 -1.1193 -9.4305 0.47 0.15 -0.02 0.090
H 3.3336 -0.5678 -7.7671 0.44 -0.48 0.16 0.075
H 4.4422 -2.9371 -8.4108 0.10 0.09 0.68 0.163
H 3.1965 -4.1056 -6.3896 0.05 -0.22 0.50 0.135
H 2.2641 -2.6202 -6.1791 -0.16 0.06 0.01 0.119
H 5.1447 -3.9851 -4.8366 -0.09 -0.14 0.05 0.105
H 3.7623 -3.1891 -4.0317 -0.11 0.16 0.02 0.082
H 5.3574 -2.3352 -4.2582 -0.09 -0.26 0.54 0.090
C 1.6149 1.6901 4.7026 0.48 0.23 -0.36 -0.027
C 1.5002 0.2289 5.1510 0.91 -0.27 -1.67 -0.267
C 2.2485 -0.8534 4.2744 -2.05 -2.03 -0.07 -0.078
O 1.9047 -2.2518 4.7759 -0.29 3.23 0.25 -0.211
C 2.6517 -3.2624 4.1503 1.11 -0.37 1.01 -0.099
N 2.1419 0.1277 6.4793 -0.50 -0.02 2.46 0.220
H 3.1381 0.1912 6.6329 0.79 0.03 -0.98 0.181
H 1.7910 0.8168 7.1290 -0.40 1.00 0.06 0.172
H 1.8833 -0.6924 7.0091 -0.20 -1.28 -0.35 0.177
H 1.2492 2.3438 5.4944 -0.08 0.01 0.08 0.092
H 1.0604 1.9508 3.8012 -0.28 -0.58 0.00 0.069
H 2.6281 2.0167 4.4687 0.29 -0.25 0.20 0.079
H 0.4349 0.0871 5.3334 0.15 -0.80 -0.17 0.159
H 3.3073 -0.6042 4.2048 0.39 -0.33 0.64 0.119
H 1.9392 -0.9620 3.2348 -0.45 1.03 -0.06 0.108
H 3.6746 -3.0355 4.4507 0.53 -0.39 -0.84 0.095
H 2.5038 -3.4091 3.0803 0.02 0.50 -0.14 0.085
H 2.4419 -4.2131 4.6405 -0.40 0.13 0.03 0.108
C -5.6646 1.6304 3.8107 -0.12 2.35 -0.35 -0.001
C -4.8490 2.8582 4.4011 -1.23 -0.63 1.54 -0.270
C -3.4758 2.9641 3.8468 1.79 -0.86 -0.26 -0.232
O -2.7111 4.0641 4.2419 -0.23 1.61 0.14 -0.162
C -1.3902 4.0891 3.6837 -0.28 0.19 -0.37 -0.061
N -5.5958 4.1583 4.1050 0.43 -0.92 -1.15 0.255
H -5.4040 4.3575 3.1337 -0.17 0.32 -0.69 0.166
H -6.5964 4.0466 4.1850 -0.52 0.15 0.37 0.174
H -5.2576 4.9719 4.5988 0.16 0.22 0.71 0.177
H -5.7131 1.8821 2.7513 0.16 -0.81 -0.39 0.086
H -6.7074 1.7201 4.1149 0.01 -0.11 0.42 0.088
H -5.3389 0.6095 4.0102 0.48 0.46 0.01 0.090
H -4.8825 2.8245 5.4901 0.38 -0.14 0.04 0.161
H -3.5162 2.8901 2.7600 -0.03 -0.02 -0.39 0.140
H -2.9023 2.1141 4.2164 -0.32 -0.78 -0.25 0.141
H -1.3837 4.1760 2.5972 -0.45 -0.84 -0.33 0.083
H -0.8498 3.2099 4.0346 0.16 0.01 -0.20 0.067
H -0.8411 5.0081 3.8886 -0.44 0.00 1.12 0.102
C -8.0697 -1.4875 3.8907 -0.42 -0.86 -1.13 -0.010
C -7.7480 -2.8191 3.1042 1.39 0.87 1.75 -0.205
C -6.5068 -2.6157 2.1872 -1.94 0.28 -0.10 -0.166
O -6.6911 -1.3129 1.6503 -0.97 -0.81 1.80 -0.196
C -5.8065 -1.0230 0.6412 0.27 0.11 -1.83 -0.114
N -7.4630 -3.9664 4.1368 -0.05 1.59 0.30 0.237
H -6.8266 -4.7086 3.8831 -0.17 -0.60 -0.66 0.168
H -7.0502 -3.5589 4.9636 0.49 0.47 0.31 0.154
H -8.3397 -4.2959 4.5149 -0.53 -0.78 -0.29 0.172
H -7.2268 -0.8011 3.9707 0.27 -0.55 0.04 0.050
H -8.5294 -1.6094 4.8714 -0.24 -0.19 -0.17 0.092
H -8.7399 -0.9844 3.1936 -0.30 0.20 0.44 0.100
H -8.5572 -3.2311 2.5013 -0.13 0.47 0.17 0.160
H -6.7374 -3.4359 1.5073 1.26 0.21 -0.94 0.123
H -5.5089 -2.6504 2.6243 0.00 -0.48 0.43 0.131
H -5.9714 -0.0014 0.2989 -0.12 0.06 0.15 0.097
H -6.0477 -1.6887 -0.1875 0.67 0.16 -0.22 0.070
H -4.7648 -1.1234 0.9462 0.22 -0.22 0.01 0.083
C 3.8135 4.7375 -1.2010 0.44 -0.94 -1.46 -0.033
C 2.3758 4.7962 -1.6841 -1.10 -0.90 0.78 -0.292
C 1.4427 4.8261 -0.4174 0.28 2.62 -1.31 -0.144
O 0.1656 5.3765 -0.7385 1.17 -0.31 0.67 -0.179
C -0.8343 4.4387 -1.0466 -1.10 0.02 -0.58 -0.085
N 2.1348 6.0311 -2.5549 0.26 0.39 2.41 0.251
H 2.5555 6.7738 -2.0151 1.40 0.70 -0.30 0.172
H 2.5000 5.9726 -3.4948 0.05 0.25 -0.21 0.175
H 1.2145 6.4357 -2.4581 -1.52 -0.80 -0.67 0.162
H 3.9789 3.7191 -0.8494 0.00 0.04 0.18 0.078
H 4.1910 5.4366 -0.4547 -0.67 0.25 -0.01 0.104
H 4.4462 4.8224 -2.0845 0.38 0.06 0.05 0.094
H 2.0793 3.9761 -2.3380 0.47 -0.27 0.09 0.133
H 1.9481 5.6386 0.1047 -0.29 0.04 0.80 0.129
H 1.4773 3.9441 0.2221 -0.25 -0.25 -0.51 0.126
H -1.7815 4.7371 -0.5973 0.19 -0.06 0.68 0.097
H -0.5591 3.4254 -0.7540 -0.13 -0.04 -0.12 0.074
H -1.1089 4.5492 -2.0956 0.40 -0.55 -0.43 0.087
C 6.0832 3.9086 4.5008 0.32 -0.90 0.76 -0.023
C 7.2801 2.9404 4.5239 -0.59 0.99 -0.97 -0.269
C 7.0455 1.6289 3.7320 0.82 -0.03 0.03 -0.186
O 7.0824 1.8508 2.3403 -0.31 0.08 0.16 -0.193
C 6.3455 0.8708 1.5679 0.04 1.19 0.24 -0.038
N 8.4702 3.6869 3.9553 0.24 -1.15 0.06 0.250
H 9.2658 3.3348 4.4682 0.85 0.31 0.02 0.178
H 8.6107 3.4498 2.9837 -0.02 -0.16 -0.72 0.160
H 8.4202 4.6933 4.0235 -0.06 0.43 0.33 0.175
H 6.2023 4.6812 5.2605 -0.08 -0.09 0.11 0.098
H 5.2977 3.2136 4.7979 -0.65 0.66 -0.07 0.073
H 5.8662 4.4212 3.5637 0.11 -0.50 -0.20 0.094
H 7.5961 2.7327 5.5462 -0.45 -0.23 0.02 0.161
H 6.1027 1.1700 4.0295 -0.24 0.21 0.20 0.117
H 7.8240 0.9108 3.9900 0.17 -0.16 0.17 0.141
H 5.3188 0.8558 1.9337 -0.11 -0.23 0.09 0.067
H 6.7829 -0.1273 1.5904 0.17 0.13 -0.03 0.108
H 6.3165 1.3152 0.5730 0.16 -0.46 -0.08 0.086
C 1.0201 0.0830 -5.2268 -0.74 -1.96 -0.30 -0.041
C 1.8922 1.0387 -4.5677 1.57 1.32 1.87 -0.284
C 3.3122 0.5519 -4.1030 0.22 1.57 -0.20 -0.128
O 3.9643 1.5337 -3.2681 -0.37 0.83 -0.13 -0.237
C 5.2920 1.1630 -2.7775 -0.86 -0.66 -1.10 -0.044
N 1.9540 2.2374 -5.5345 0.63 0.85 0.54 0.241
H 2.5717 2.9957 -5.2827 0.99 -0.06 0.56 0.157
H 2.2086 2.0154 -6.4864 0.08 -0.58 -0.52 0.171
H 1.0800 2.7419 -5.5773 -0.91 -0.37 -0.13 0.166
H 0.2033 0.5955 -5.7349 -0.18 -0.26 0.02 0.105
H 0.6256 -0.6068 -4.4807 -0.27 -0.01 0.08 0.089
H 1.5361 -0.5815 -5.9199 0.14 0.29 -0.29 0.072
H 1.4330 1.4284 -3.6592 -0.27 0.30 -0.08 0.149
H 3.8676 0.4990 -5.0394 0.51 -0.97 0.06 0.131
H 3.2429 -0.3426 -3.4840 -0.29 -0.50 -0.71 0.137
H 5.1745 0.2066 -2.2681 0.31 0.04 0.28 0.089
H 5.7390 1.9318 -2.1472 -0.66 0.09 0.08 0.081
H 5.9736 1.0397 -3.6192 0.01 -0.13 -0.11 0.097
C -1.1735 -5.7375 1.0358 -0.31 0.61 0.21 -0.009
C -1.3230 -4.1775 1.1993 1.90 -1.28 -1.56 -0.232
C -1.8576 -3.7227 2.5640 0.29 -0.80 -3.22 -0.210
O -0.8472 -3.9963 3.4985 -1.51 0.31 -0.21 -0.149
C -1.2263 -3.5029 4.7575 0.37 0.68 0.85 -0.096
N 0.1062 -3.5803 0.9296 -1.09 -0.16 2.41 0.204
H 0.1747 -2.6017 1.1701 -0.58 0.91 -0.29 0.067
H 0.6982 -3.9765 1.6457 0.67 -0.84 -0.38 0.126
H 0.3959 -3.6534 -0.0352 0.32 -0.69 -1.05 -0.006
H -2.1576 -6.1981 1.1219 -0.07 0.13 -0.10 0.090
H -0.5482 -6.2134 1.7911 0.03 0.40 0.38 0.084
H -0.7500 -6.0787 0.0912 -0.17 0.55 -0.27 0.085
H -1.7980 -3.7288 0.3268 -1.04 -0.35 0.35 0.125
H -2.7972 -4.2720 2.6238 0.04 -0.53 0.88 0.134
H -2.2165 -2.7216 2.3253 0.66 0.97 1.18 0.125
H -0.7441 -4.1030 5.5291 0.11 0.27 -0.04 0.107
H -2.2913 -3.4542 4.9844 -0.31 -0.71 -0.45 0.088
H -0.9445 -2.4503 4.7835 0.47 0.16 0.43 0.071
C -6.5032 -3.9287 -2.0053 2.87 0.16 -1.86 -0.544
F -6.9875 -3.8890 -0.7697 -0.58 0.31 -0.07 0.108
F -7.0322 -4.9718 -2.6709 0.38 1.40 0.75 0.144
F -6.7503 -2.7377 -2.6954 -0.30 -1.73 1.29 0.060
S -4.4722 -4.0499 -1.8835 -1.41 -0.06 -2.03 0.506
O -4.2400 -5.2985 -1.2304 0.03 -0.52 0.42 -0.307
O -4.0108 -3.9444 -3.2854 -0.58 0.42 1.85 -0.339
O -4.1178 -2.8910 -1.0444 -0.03 0.38 -0.17 -0.402
C 2.0952 0.6091 0.0326 -0.95 -0.82 0.25 -0.646
F 2.4166 1.8041 -0.4140 -0.06 1.33 -1.34 0.111
F 2.5193 -0.3458 -0.7908 -0.60 0.15 -0.88 0.131
F 2.8886 0.4606 1.0871 -0.28 -0.23 1.74 0.112
S 0.1593 0.4806 0.4026 0.01 0.12 0.04 0.531
O 0.2102 -0.7964 1.0939 -0.13 0.32 0.26 -0.345
O -0.1444 1.6393 1.2681 0.73 -1.09 -1.22 -0.348
O -0.5786 0.4330 -0.8745 1.43 0.51 1.27 -0.338
Br 0.3137 -3.7089 -2.6272 0.02 0.62 0.26 -0.349